Molecular formula: C5H14NOS
Method: DFT, wB97M-V/def2-TZVPD

Properties
**Charge**: -1
**Molecular weight**: 136.24 g/mol
**Kohn-Sham gap**: 6.1 eV
**ΔE to the lowest compared entry with this formula, charge and spin**: 15.9 kcal per mole
**HOMO**: -2.721 eV

Cartesian coordinates (Å):
C1 -0.0739 1.2046 -2.8244
N1 -0.1152 0.0557 -1.8936
C2 0.2435 0.3604 -0.4918
C3 0.4470 -0.9451 0.2737
S1 1.4689 -0.6680 1.7793
C4 -0.8723 1.1609 0.2086
C5 -1.3540 1.3349 -3.6138
H1 0.0350 2.0750 -2.1747
H2 0.8027 1.0509 -3.4547
H3 -0.9879 -0.4197 -2.0621
H4 1.0962 1.0152 -0.5814
H5 -0.5468 -1.3754 0.4674
H6 0.9564 -1.6486 -0.3804
H7 -1.7990 0.5908 0.2285
H8 -0.9279 2.1708 -0.2218
H9 -0.4998 1.3006 1.2276
H10 -1.3284 0.8996 -4.6258
H11 -2.2503 0.8778 -3.1925
H12 -1.6799 2.3729 -3.7500
H13 0.1095 -1.7273 3.7525
H14 -1.2897 -1.3743 4.0431
O1 -0.5815 -1.9065 4.4195

=====

Molecular formula: C5H13N2
Method: DFT, wB97M-V/def2-TZVPD

Properties
**Charge**: 0
**Multiplicity**: 2
**Molecular weight**: 101.17 g/mol
**Kohn-Sham gap (spin up / spin down)**: 4.2 / 9.3 eV
**<S²>**: 0.75
**ΔE to the lowest compared entry with this formula, charge and spin**: 82.2 kcal per mole
**HOMO (spin up / spin down)**: -3.208 / -8.510 eV

Cartesian coordinates (Å):
C1 -0.2990 2.1397 -0.1570
C2 -0.5723 1.3468 1.1214
C3 0.2096 -0.0230 1.3277
N1 0.6498 -3.0341 -0.9742
C4 0.8440 -1.8685 -0.1651
C5 -0.1764 -1.1416 0.3909
N2 -0.3485 1.2651 -1.3107
H1 -1.1194 2.7876 -0.2654
H2 0.7530 2.7572 -0.1560
H3 -1.7201 1.2182 1.0735
H4 -0.3438 1.9656 2.0503
H5 1.3047 0.4088 1.1383
H6 0.3809 -0.4279 2.3310
H7 1.3139 -3.8110 -0.9090
H8 -0.4015 -3.2972 -1.2437
H9 1.8897 -1.7055 0.1463
H10 -1.0821 -1.6943 0.3933
H11 -0.2455 0.2872 -1.0299
H12 0.2757 1.5975 -2.1678
H13 -1.3127 1.2295 -1.5939

=====

Molecular formula: C9H24Cl2N5OP2Tl
Method: DFT, wB97M-V/def2-TZVPD

Properties
**Charge**: +2
**Molecular weight**: 555.56 g/mol
**Kohn-Sham gap (spin up / spin down)**: 4.5 / 5.2 eV
**ΔE to the lowest compared entry with this formula, charge and spin**: 59.7 kcal per mole
**HOMO (spin up / spin down)**: -14.795 / -14.795 eV

Cartesian coordinates (Å):
C1 1.2620 -0.1658 -5.7674
C2 1.1842 0.4796 -4.4417
H1 2.3073 -0.2144 -6.0843
H2 0.7199 0.4539 -6.4888
H3 0.8384 -1.1770 -5.7570
O1 2.0134 1.0551 -3.7736
Cl1 -0.8036 0.7370 -3.8999
Tl1 0.5142 -0.3320 -1.9373
P1 -0.0800 2.2422 -0.4543
C3 0.8725 3.2932 0.7071
C4 -0.2172 3.4708 -1.8166
H4 -0.4032 4.4483 -1.3539
H5 -2.0396 3.5320 0.1518
H6 -1.0287 3.2190 -2.5068
H7 -2.4162 1.7722 -0.0646
H8 1.9430 3.1405 0.5338
H9 0.7187 3.4976 -2.3889
C5 -1.7093 2.5030 0.3458
H10 0.6121 4.3446 0.5335
H11 -1.6146 2.3218 1.4246
H12 0.6344 3.0145 1.7392
P2 -0.0544 -2.5196 0.0544
C6 1.1199 -3.3411 1.1964
C7 -1.5763 -3.1247 0.8754
H13 -0.6719 -3.5211 -2.0839
H14 -0.2121 -4.7409 -0.8484
H15 1.0507 -3.8091 -1.7221
C8 0.0417 -3.7723 -1.2927
H16 -2.4356 -2.6515 0.3880
H17 -1.6208 -4.2160 0.7943
H18 0.9466 -4.4220 1.1480
H19 0.9456 -2.9750 2.2135
H20 -1.5528 -2.8156 1.9259
H21 2.1487 -3.1088 0.9046
Cl2 -2.0699 -0.6125 -0.9556
N1 -0.9751 1.2033 5.4632
N2 -0.2897 0.5017 4.4839
N3 1.0035 0.1274 4.6986
C9 1.3788 -0.1212 3.4342
N4 0.4261 0.1265 2.5181
N5 -0.6380 0.6033 3.2023
H22 -1.9744 1.1590 5.3150
H23 -0.6707 0.8742 6.3689
H24 2.3728 -0.4800 3.2173

=====

Molecular formula: C46H108F10N10O23S10
Method: DFT, wB97M-V/def2-TZVPD

Properties
**Charge**: -1
**Multiplicity**: 2
**Molecular weight**: 1680.07 g/mol
**Kohn-Sham gap (spin up / spin down)**: 2.6 / 3.3 eV
**<S²>**: 0.75
**HOMO (spin up / spin down)**: -3.442 / -4.241 eV

Cartesian coordinates (Å):
C1 -2.1992 -1.6058 -4.0759
C2 -2.0749 -0.1636 -4.7452
N1 -0.7304 0.3147 -5.4015
C3 -0.9197 1.6965 -6.1093
C4 0.2619 0.5562 -4.2312
C5 1.5044 1.2844 -4.7262
C6 -0.1622 -0.6853 -6.4494
C7 -0.9984 -0.9051 -7.7840
O1 -0.5478 0.2969 -8.5225
C8 -1.3733 0.6465 -9.6623
H1 -1.6713 -2.4255 -4.5631
H2 -3.2650 -1.8190 -3.9929
H3 -1.8004 -1.6591 -3.0629
H4 -2.3443 0.6108 -4.0269
H5 -2.8470 -0.0357 -5.5038
H6 -1.0569 2.4896 -5.3743
H7 -1.7907 1.6425 -6.7624
H8 -0.0070 1.9099 -6.6655
H9 0.4305 -0.4072 -3.7499
H10 -0.2271 1.0328 -3.3816
H11 1.9439 0.9280 -5.6579
H12 2.3362 1.1311 -4.0387
H13 1.2498 2.3343 -4.8709
H14 -0.0100 -1.6353 -5.9372
H15 0.8639 -0.4165 -6.7005
H16 -2.0729 -0.9393 -7.6041
H17 -0.8000 -1.7800 -8.4030
H18 -2.3011 1.0340 -9.2415
H19 -1.5293 -0.2142 -10.3126
H20 -0.8523 1.3677 -10.2920
C9 5.9966 -1.1518 -3.2735
C10 5.8693 -2.6820 -3.4361
N2 6.3349 -3.4766 -2.1705
C11 7.7680 -3.2909 -1.8576
C12 5.4446 -2.8823 -1.0011
C13 5.6732 -3.4568 0.4107
C14 6.0287 -4.9575 -2.1752
C15 6.8307 -5.8804 -3.0752
O2 7.1759 -5.5352 -4.3621
C16 7.9159 -6.6037 -5.0050
H21 5.9903 -0.7340 -4.2802
H22 6.8256 -0.6876 -2.7393
H23 5.1388 -0.6330 -2.8456
H24 6.3003 -3.1127 -4.3399
H25 4.8300 -2.9700 -3.5941
H26 8.2301 -3.7292 -2.7422
H27 8.0842 -3.9294 -1.0327
H28 8.1108 -2.2695 -1.6922
H29 4.4106 -3.0129 -1.3204
H30 5.6602 -1.8157 -0.9371
H31 6.6904 -3.7884 0.6186
H32 5.0608 -4.3452 0.5650
H33 5.5780 -2.6730 1.1622
H34 4.9698 -5.1366 -2.3617
H35 5.9801 -5.2526 -1.1271
H36 6.2076 -6.7641 -3.2131
H37 7.7735 -6.2456 -2.6679
H38 7.4420 -7.5830 -5.0731
H39 8.8192 -6.8137 -4.4323
H40 8.3071 -6.4637 -6.0126
C17 -5.4606 1.2274 5.0393
C18 -6.6836 1.1155 4.1668
N3 -6.8029 -0.2593 3.3579
C19 -6.4084 -1.4469 4.2297
C20 -8.2685 -0.3959 2.8471
C21 -8.6807 -1.8076 2.5193
C22 -5.7232 -0.1370 2.2125
C23 -5.7324 1.1249 1.2928
O3 -5.0301 2.2547 1.8176
C24 -4.9178 3.3238 0.8397
H41 -5.4146 0.5269 5.8732
H42 -5.3481 2.1942 5.5299
H43 -4.5139 1.0431 4.5313
H44 -6.7705 1.8872 3.4019
H45 -7.5572 1.2314 4.8082
H46 -5.4743 -1.2435 4.7534
H47 -6.3442 -2.4348 3.7736
H48 -7.1712 -1.4427 5.0083
H49 -8.4576 0.3601 2.0849
H50 -8.7816 -0.0741 3.7534
H51 -8.6472 -2.6089 3.2575
H52 -8.1291 -2.2645 1.6977
H53 -9.6560 -1.8531 2.0349
H54 -5.9202 -0.9354 1.4972
H55 -4.7188 -0.3309 2.5891
H56 -6.7086 1.3896 0.8865
H57 -5.1028 0.7906 0.4683
H58 -5.8954 3.8060 0.8460
H59 -4.5656 3.1824 -0.1820
H60 -4.3639 4.0675 1.4126
C25 1.3705 -3.3352 1.4062
C26 0.5413 -4.4636 2.1830
C27 -0.1654 -5.5068 1.2718
C28 -1.1603 -5.1210 0.2404
N4 -1.7067 -6.3378 -0.5465
C29 -0.5906 -6.9490 -1.4082
C30 -1.2079 -7.5740 -2.7510
C31 -2.5312 -6.8167 -2.8630
C32 -2.6696 -5.8474 -1.6413
C33 -2.3063 -7.4963 0.3358
C34 -3.6664 -7.1827 0.9985
C35 -4.2691 -8.4567 1.5990
H61 2.1822 -3.7154 0.7861
H62 1.9893 -2.8408 2.1550
H63 0.7918 -2.6097 0.8345
H64 -0.0587 -3.8775 2.8790
H65 1.2120 -5.1122 2.7467
H66 -0.5284 -6.1292 2.0896
H67 0.5299 -6.1711 0.7585
H68 -0.7356 -4.4523 -0.5083
H69 -1.9877 -4.6479 0.7692
H70 0.0093 -7.6281 -0.8023
H71 0.1525 -6.1926 -1.6607
H72 -1.3078 -8.6567 -2.8277
H73 -0.4648 -7.3511 -3.5167
H74 -3.3807 -7.4983 -2.8193
H75 -2.5321 -6.4442 -3.8874
H76 -3.6327 -5.8190 -1.1316
H77 -2.5301 -4.8103 -1.9462
H78 -1.5695 -7.9831 0.9747
H79 -2.4276 -8.2670 -0.4254
H80 -4.4984 -6.9245 0.3433
H81 -3.5113 -6.3293 1.6587
H82 -3.5960 -8.7426 2.4073
H83 -4.4894 -9.2386 0.8723
H84 -5.1557 -8.2415 2.1955
C36 4.0722 1.2695 -0.9690
C37 3.0869 2.3573 -0.8115
C38 1.9935 1.8390 0.1692
C39 0.7790 2.7547 0.3475
N5 -0.2979 2.3228 1.4556
C40 -1.5622 3.1817 1.4970
C41 -2.0709 3.2730 2.9344
C42 -0.8743 2.9546 3.8695
C43 0.2915 2.7361 2.8600
C44 -0.8384 0.8298 1.3765
C45 -1.3842 0.3629 0.0313
C46 -1.6108 -1.1234 -0.0867
H85 5.0771 1.5511 -1.2836
H86 3.6434 0.4133 -1.4897
H87 4.3900 0.8216 -0.0275
H88 2.6484 2.5768 -1.7849
H89 3.4162 3.2855 -0.3445
H90 2.5626 1.7203 1.0913
H91 1.6543 0.8619 -0.1747
H92 0.1621 2.7995 -0.5500
H93 1.0856 3.7840 0.5334
H94 -2.2734 2.7270 0.8074
H95 -1.3327 4.2126 1.2274
H96 -2.8310 2.5261 3.1632
H97 -2.3830 4.3098 3.0604
H98 -1.0136 2.1469 4.5880
H99 -0.8340 3.8632 4.4703
H100 1.0506 1.9934 3.1057
H101 0.7608 3.6813 2.5873
H102 -1.5404 0.6047 2.1794
H103 0.1219 0.4013 1.6635
H104 -0.6832 0.5634 -0.7790
H105 -2.2333 1.0314 -0.1109
H106 -0.6717 -1.5438 -0.4464
H107 -2.3460 -1.4958 -0.8001
H108 -1.7964 -1.5255 0.9093
N6 2.4148 7.8123 -0.6040
S1 2.6738 8.6629 0.8873
O4 4.0218 8.9373 1.3334
O5 1.6802 8.6539 1.9844
F1 2.1366 10.0887 0.3665
S2 2.8871 6.5649 -0.0922
O6 2.1826 5.8324 0.9530
O7 4.3135 6.3633 -0.0933
F2 2.3487 5.6900 -1.3862
N7 0.9894 7.5629 4.6377
S3 1.6728 7.5017 6.2634
O8 3.1145 7.6545 6.2946
O9 0.9647 6.9461 7.4262
F3 1.3571 9.0741 6.4372
S4 1.7039 6.2849 4.3677
O10 1.5437 5.0393 5.1393
O11 2.9593 6.4646 3.6297
F4 0.6358 5.9022 3.1948
N8 -3.9794 6.5527 6.6927
S5 -2.5838 5.6102 6.9282
O12 -1.5534 5.8703 5.9097
O13 -2.5681 4.3200 7.5649
F5 -2.0790 6.4538 8.1750
S6 -4.7742 5.2881 6.1443
O14 -5.4385 4.4889 7.2146
O15 -4.2968 4.6551 4.8790
F6 -5.9879 6.1267 5.5241
N9 7.7311 0.1692 2.7768
S7 7.6926 0.8604 1.1268
O16 7.2416 0.1142 0.0005
O17 8.7039 1.8346 0.8064
F7 6.4441 1.7803 1.3789
S8 8.9024 -0.8258 2.2046
O18 10.2812 -0.2832 2.0953
O19 8.5186 -1.9249 1.2936
F8 9.2133 -1.5898 3.5264
N10 -1.0282 8.9924 1.9457
S9 -1.7948 7.7781 1.3000
O20 -1.1131 6.9809 0.3512
O21 -3.2032 7.9507 1.0528
F9 -1.8645 6.8126 2.5429
S10 -1.5034 10.2371 0.7418
O22 -2.6114 11.1487 1.1537
O23 -1.2129 10.0293 -0.6626
F10 -0.2611 11.2369 1.0659